# 1
48
Properties=species:S:1:pos:R:3:lowdin_spin:R:1 method="wB97M-V/def2-TZVPD" total_charge=+1 e_above_lowest_ev=4.102 spin_multiplicity=4 energy_ev=-229443.37031 e_lumo_ev="-3.426 / -3.254" gap_ha="0.29400 / 0.30046"
Cr 0.88 -0.55 -0.49 2.951
C 2.05 1.12 2.65 0.001
C 0.90 0.15 2.61 0.012
N 0.31 -0.31 1.54 0.001
C -0.76 -1.15 1.85 0.003
C -0.95 -1.34 3.17 -0.001
S 0.19 -0.42 4.05 0.005
C -1.53 -1.64 0.71 0.003
C -2.70 -2.30 0.69 -0.001
S -3.22 -2.48 -0.93 0.004
C -1.84 -1.66 -1.51 0.012
N -1.04 -1.29 -0.54 -0.008
C -1.68 -1.34 -2.96 0.002
H 2.49 1.23 1.66 0.000
H 2.82 0.77 3.34 0.000
H 1.70 2.09 3.00 0.001
H -1.70 -1.94 3.66 0.000
H -3.29 -2.67 1.52 0.000
H -2.35 -1.94 -3.57 0.000
H -0.65 -1.52 -3.26 0.000
H -1.92 -0.29 -3.12 0.001
O 2.87 -1.70 1.30 0.006
P 3.74 -0.84 0.23 0.005
O 5.01 -0.40 0.78 -0.002
O 2.69 0.17 -0.28 0.035
O 3.92 -1.90 -0.99 0.001
P 2.99 -3.13 -1.48 0.002
O 3.02 -4.11 -0.19 0.001
O 1.29 -1.40 -2.14 -0.008
O 1.42 -2.47 -1.12 0.001
H 3.45 -2.30 1.79 0.000
H 3.17 -5.03 -0.43 0.000
C 1.83 2.70 -1.46 0.001
Se 0.17 1.71 -1.31 -0.033
C -0.60 2.76 0.16 0.004
C -2.09 2.95 0.00 0.000
Se -3.06 1.26 -0.05 0.001
C -4.49 1.84 -1.23 0.000
H 2.45 2.18 -2.18 0.000
H 2.34 2.71 -0.50 0.000
H 1.59 3.70 -1.80 -0.001
H -0.07 3.70 0.11 0.000
H -0.34 2.26 1.09 -0.001
H -2.32 3.48 -0.92 0.000
H -2.46 3.53 0.84 0.000
H -5.05 2.64 -0.76 0.000
H -5.14 0.98 -1.38 0.000
H -4.07 2.16 -2.18 0.000

***

# 2
47
Properties=species:S:1:pos:R:3:lowdin_spin:R:1 method="wB97M-V/def2-TZVPD" total_charge=-1 e_above_lowest_ev=0.184 spin_multiplicity=2 energy_ev=-319863.67009 e_lumo_ev="1.319 / 0.117" gap_ha="0.22389 / 0.17831"
Pt -1.49 1.26 0.18 0.084
Se -3.76 6.02 1.93 -0.004
Sb -1.88 4.64 1.52 0.004
Se -2.32 2.06 2.43 0.228
Se -2.42 3.29 -0.65 0.147
Se -0.30 1.74 3.41 0.452
C 2.36 2.28 0.62 0.010
Sb 0.78 1.87 -0.73 0.033
C 0.91 3.59 -1.96 0.007
C 1.79 0.44 -1.99 0.016
C 2.50 -0.62 -1.21 0.000
C 3.87 -0.47 -0.96 0.001
C 4.59 -1.41 -0.24 0.000
C 3.94 -2.54 0.24 0.001
C 2.59 -2.70 0.00 0.000
C 1.84 -1.75 -0.71 0.001
C 0.38 -1.99 -0.88 -0.001
Sb -0.82 -1.20 0.74 0.004
C 0.45 -1.65 2.38 0.003
C -2.15 -2.84 0.89 0.002
H 2.59 1.38 1.19 0.002
H 2.04 3.06 1.30 0.004
H 3.22 2.59 0.04 0.001
H 1.92 3.68 -2.37 0.000
H 0.67 4.47 -1.36 0.001
H 0.18 3.51 -2.76 0.001
H 2.51 1.03 -2.58 0.001
H 1.05 0.04 -2.68 0.000
H 4.37 0.41 -1.35 0.000
H 5.65 -1.26 -0.07 0.000
H 4.49 -3.29 0.79 0.000
H 2.08 -3.58 0.37 0.000
H 0.17 -3.06 -0.92 0.000
H -0.02 -1.54 -1.79 0.000
H 0.61 -2.73 2.43 0.000
H -0.03 -1.29 3.28 0.000
H 1.40 -1.14 2.26 0.001
H -1.53 -3.73 0.98 0.000
H -2.77 -2.88 0.00 0.000
H -2.79 -2.72 1.75 0.000
F -3.41 -0.51 -1.00 -0.001
Sb -5.27 -0.41 -0.51 0.000
F -7.08 -0.34 -0.01 0.000
F -4.84 1.07 0.58 0.002
F -5.60 0.71 -1.99 0.000
F -4.90 -1.54 0.96 0.000
F -5.56 -1.94 -1.59 0.000

***

# 3
41
Properties=species:S:1:pos:R:3:lowdin_spin:R:1 method="wB97M-V/def2-TZVPD" total_charge=-2 spin_multiplicity=5 energy_ev=-63534.00946 e_lumo_ev="5.100 / 5.098" gap_ha="0.22640 / 0.22493"
Fe -0.32 -0.39 0.10 3.754
C -4.23 -0.05 -0.59 0.000
C -3.11 0.42 -1.63 0.004
O -1.84 -0.23 -1.53 0.034
H -4.05 0.46 0.35 0.000
H -4.27 -1.13 -0.43 0.000
H -5.22 0.30 -0.89 0.000
H -3.01 1.50 -1.53 0.000
H -3.65 0.41 -2.58 0.002
C -3.35 -1.27 3.28 0.002
C -2.16 -1.49 2.31 0.007
O -1.34 -0.48 1.91 0.065
H -3.00 -0.96 4.27 0.000
H -3.76 -2.28 3.35 0.000
H -4.14 -0.63 2.89 0.000
H -2.51 -2.04 1.44 0.001
H -1.52 -2.22 2.81 0.001
C 4.06 -1.01 0.86 0.001
C 2.66 -0.77 0.45 0.001
C 2.47 -0.67 -1.08 0.003
O 1.27 -0.53 -1.38 0.030
C 3.62 -0.58 -1.99 0.002
C 4.86 -0.66 -1.46 0.001
C 5.10 -1.01 0.03 0.000
O 6.21 -1.41 0.53 0.001
O 5.80 -0.49 -2.34 0.004
O 1.69 -0.47 1.23 0.028
H 4.22 -1.24 1.90 0.000
H 3.43 -0.33 -3.03 0.000
C 1.18 3.77 -0.60 0.001
C 0.36 2.62 -0.99 0.001
O 0.36 1.78 0.12 0.023
H 1.34 4.41 -1.47 0.000
H 2.19 3.44 -0.37 0.000
H 0.77 4.24 0.29 0.000
H 0.72 2.08 -1.87 0.000
H -0.66 2.88 -1.26 0.000
H 1.06 2.16 0.66 0.001
O -0.24 -2.45 -0.34 0.028
H -0.47 -3.37 -0.16 0.005
H -0.52 -2.31 -1.25 0.000

***

# 4
35
Properties=species:S:1:pos:R:3:lowdin_charge:R:1 method="wB97M-V/def2-TZVPD" total_charge=+1 e_above_lowest_ev=2.717 energy_ev=-17229.67551 e_lumo_ev="-3.761 / -3.621" gap_ha="0.31265 / 0.28287"
C -3.68 -1.13 0.25 -0.044
C -3.12 -1.75 -0.90 -0.045
C -2.72 -0.34 0.79 -0.054
C -1.83 -1.33 -1.00 -0.076
C -0.69 2.62 0.71 -0.148
C 2.54 -2.14 0.27 -0.132
C 3.11 -0.99 -0.59 -0.120
C -0.22 1.26 1.28 -0.116
C 0.00 2.85 -0.65 -0.313
C 1.31 -1.54 0.94 -0.081
C 2.01 0.08 -0.60 -0.102
C -0.37 0.18 0.26 -0.181
N -1.56 -0.46 0.05 -0.046
N -0.20 1.76 -1.54 0.075
N 0.80 -0.62 -0.12 -0.042
H -4.68 -1.26 0.61 0.110
H -3.62 -2.42 -1.56 0.110
H -2.76 0.28 1.67 0.121
H -1.13 -1.53 -1.79 0.122
H -1.77 2.61 0.57 0.114
H -0.43 3.42 1.41 0.119
H 2.26 -2.99 -0.35 0.122
H 3.26 -2.50 1.00 0.125
H 4.02 -0.59 -0.17 0.122
H 3.34 -1.34 -1.59 0.119
H 0.82 1.35 1.58 0.117
H -0.81 1.05 2.17 0.124
H -0.42 3.78 -1.06 0.130
H 1.07 2.99 -0.51 0.106
H 0.56 -2.27 1.22 0.147
H 1.58 -0.95 1.81 0.144
H 2.25 0.89 0.09 0.126
H 1.81 0.53 -1.57 0.122
H -1.19 1.69 -1.80 0.062
H 0.48 -1.21 -0.90 0.163

***

# 5
39
Properties=species:S:1:pos:R:3:lowdin_charge:R:1 method="wB97M-V/def2-TZVPD" smiles="CC[C@H](C)[C@H](NC(=O)[C@@H](N)Cc1c[nH]cn1)C(=O)O" e_above_lowest_ev=1.194 energy_ev=-24872.10134 e_lumo_ev=0.653 gap_ha=0.35430
C 0.89 -1.63 0.80 -0.348
C 0.34 -1.77 -0.62 -0.400
C 2.38 -1.64 0.78 -0.119
C 2.92 -0.41 0.13 -0.273
C 3.93 -0.32 -0.76 -0.062
C 3.21 1.69 -0.24 -0.217
C -1.77 -0.36 -0.08 -0.172
C -3.23 -0.77 -0.20 -0.479
C -1.45 1.06 -0.51 -0.340
C -1.89 1.31 -1.95 -0.039
C -1.96 2.15 0.45 -0.218
C -1.35 2.09 1.85 -0.091
H -0.64 -2.58 1.88 0.077
H 0.85 -2.82 2.46 0.062
H 0.56 -0.68 1.21 0.117
H 2.77 -2.55 0.29 0.138
H 2.71 -1.65 1.82 0.126
H 4.51 -1.16 -1.16 0.132
H 3.08 2.77 -0.27 0.121
H 4.63 1.37 -1.80 0.133
H -1.07 -1.30 -1.94 0.165
H -1.54 -0.56 0.96 0.135
H -0.39 1.17 -0.57 0.119
H -2.99 1.21 -2.02 0.096
H -1.42 0.59 -2.63 0.074
H -1.63 2.32 -2.29 0.088
H -3.03 2.09 0.49 0.098
H -1.74 3.10 -0.05 0.112
H -1.54 2.99 2.49 0.081
H -1.71 1.17 2.39 0.081
H -0.25 2.06 1.74 0.066
H -2.58 -2.44 -0.67 0.115
N 0.34 -2.70 1.62 0.070
N 2.51 0.91 0.50 0.110
N 4.11 1.02 -1.03 0.056
N -0.94 -1.33 -0.89 0.093
O 1.04 -2.28 -1.50 0.061
O -4.19 -0.09 0.01 0.128
O -3.48 -2.01 -0.71 0.103

***

# 6
39
Properties=species:S:1:pos:R:3:lowdin_charge:R:1 method="wB97M-V/def2-TZVPD" e_above_lowest_ev=0.000 energy_ev=-162789.48155 e_lumo_ev=0.329 gap_ha=0.31227
Mg 14.28 3.11 -15.58 -0.367
Br 14.37 5.46 -15.49 -0.051
Br 13.06 1.89 -17.16 -0.097
C 18.39 0.97 -19.10 -0.104
C 18.53 2.40 -19.61 -0.248
C 18.52 3.45 -18.47 -0.167
C 17.33 3.33 -17.64 -0.168
N 16.39 3.26 -16.99 0.160
H 18.52 0.27 -19.92 0.074
H 17.43 0.81 -18.61 0.069
H 19.18 0.77 -18.36 0.070
H 17.73 2.60 -20.31 0.114
H 19.46 2.57 -20.16 0.107
H 18.45 4.43 -18.96 0.124
H 19.45 3.42 -17.91 0.119
C 17.61 -0.95 -15.40 -0.095
C 18.55 0.07 -14.73 -0.248
C 17.87 0.94 -13.70 -0.158
C 16.61 1.51 -14.18 -0.125
N 15.62 1.92 -14.57 0.161
H 16.95 -0.42 -16.08 0.071
H 16.99 -1.44 -14.64 0.082
H 18.14 -1.71 -15.96 0.075
H 18.88 0.76 -15.51 0.102
H 19.41 -0.44 -14.30 0.111
H 18.48 1.79 -13.39 0.128
H 17.59 0.40 -12.79 0.132
C 10.97 5.89 -13.33 -0.104
C 10.14 4.67 -12.97 -0.250
C 10.96 3.54 -12.32 -0.156
C 12.08 3.12 -13.18 -0.135
N 12.95 2.84 -13.87 0.129
H 11.57 6.24 -12.49 0.081
H 10.33 6.70 -13.68 0.075
H 11.68 5.66 -14.13 0.024
H 9.57 4.27 -13.81 0.114
H 9.42 4.98 -12.21 0.107
H 10.34 2.65 -12.22 0.122
H 11.40 3.85 -11.37 0.124

***

# 7
50
Properties=species:S:1:pos:R:3:lowdin_spin:R:1 method="wB97M-V/def2-TZVPD" total_charge=-1 e_above_lowest_ev=1.140 spin_multiplicity=2 energy_ev=-164839.09134 e_lumo_ev="1.708 / 1.697" gap_ha="0.22741 / 0.24112"
Co -0.90 0.30 0.74 0.999
O -3.78 -0.39 2.91 0.002
S -2.59 -0.98 2.32 0.001
O -2.52 -2.42 2.43 0.002
O -1.33 -0.32 2.80 0.041
O -2.58 -0.58 0.80 -0.008
N 2.47 -0.21 0.12 -0.001
N 2.81 1.12 0.07 0.000
C 1.91 2.07 0.45 0.000
N 2.43 3.32 0.49 0.000
N 0.67 1.71 0.77 -0.002
N -0.23 2.73 1.03 -0.004
O 0.04 3.93 1.04 -0.005
O -1.36 2.29 1.26 0.005
H 2.64 -0.65 1.02 0.000
H 2.81 -0.74 -0.66 0.000
H 3.77 1.39 0.25 0.000
H 3.15 3.50 -0.20 0.000
H 1.75 4.06 0.60 0.000
Br 1.94 -5.39 -1.23 0.000
C 1.06 -3.78 -0.66 0.000
C 1.04 -3.45 0.68 -0.002
C 0.44 -2.26 1.07 -0.007
C -0.12 -1.36 0.15 -0.049
C -0.13 -1.78 -1.18 -0.003
C 0.46 -2.97 -1.60 -0.001
H 1.47 -4.13 1.41 0.000
H 0.39 -2.03 2.13 -0.001
H -0.59 -1.15 -1.93 0.000
H 0.44 -3.26 -2.65 0.000
C -3.20 5.59 -0.28 0.000
C -3.88 4.24 -0.43 0.001
N -3.19 3.45 -1.45 0.003
C -2.83 2.14 -1.28 0.006
S -1.34 1.60 -1.90 0.022
N -3.65 1.30 -0.65 0.001
C -5.07 1.46 -0.35 0.000
C -5.37 1.45 1.14 0.000
H -3.73 6.20 0.45 0.000
H -3.20 6.13 -1.23 0.000
H -2.17 5.46 0.05 0.000
H -4.93 4.38 -0.69 0.000
H -3.84 3.70 0.52 0.000
H -2.47 3.94 -1.95 0.001
H -3.20 0.50 -0.19 0.001
H -5.58 0.61 -0.81 0.000
H -5.45 2.36 -0.85 0.000
H -4.96 0.56 1.62 0.000
H -6.45 1.49 1.31 0.000
H -4.91 2.30 1.65 0.000

***

# 8
43
Properties=species:S:1:pos:R:3:lowdin_charge:R:1 method="wB97M-V/def2-TZVPD" total_charge=-1 e_above_lowest_ev=1.639 energy_ev=-165386.37104 e_lumo_ev="2.386 / 2.386" gap_ha="0.22753 / 0.22751"
Pd -0.22 -0.46 0.12 0.763
C 4.76 0.25 1.62 -0.255
Ge 2.89 -0.40 1.72 0.695
C 3.01 -2.34 1.57 -0.227
C 2.29 0.31 3.44 -0.232
C 1.82 0.29 0.30 -0.337
H 5.37 -0.12 2.46 0.005
H 4.78 1.34 1.64 0.002
H 5.23 -0.09 0.68 0.004
H 3.00 -2.84 2.55 0.010
H 3.93 -2.61 1.05 0.009
H 2.15 -2.69 1.00 0.008
H 2.58 -0.33 4.29 0.012
H 1.20 0.42 3.44 0.000
H 2.74 1.30 3.59 0.007
H 2.15 -0.06 -0.68 -0.023
H 1.73 1.38 0.32 -0.039
Br -4.76 2.88 2.62 0.713
C -3.24 2.85 1.49 -0.666
C -2.70 4.02 1.02 -0.138
C -1.61 3.93 0.19 -0.058
C -1.10 2.67 -0.13 -0.131
N -1.63 1.55 0.33 0.032
C -2.68 1.62 1.12 -0.171
H -3.13 4.97 1.29 0.101
H -1.14 4.82 -0.21 0.104
H -0.24 2.54 -0.78 0.110
H -3.06 0.68 1.49 0.093
C -2.54 -1.44 -1.79 -0.165
S -0.83 -1.71 -2.16 0.359
O -0.84 -2.35 -3.46 -0.352
O -0.30 -2.54 -1.07 -0.391
O -0.18 -0.36 -2.17 -0.434
H -3.01 -2.41 -1.67 0.063
H -2.97 -0.91 -2.64 0.061
H -2.66 -0.85 -0.88 0.024
C -0.23 -2.69 3.63 -0.067
O 0.27 -1.86 2.58 -0.170
C -0.65 -1.20 1.84 -0.553
O -1.84 -1.29 2.11 -0.020
H 0.60 -2.81 4.33 0.083
H -0.51 -3.67 3.23 0.092
H -1.09 -2.25 4.12 0.079

***

# 9
41
Properties=species:S:1:pos:R:3:lowdin_spin:R:1 method="wB97M-V/def2-TZVPD" total_charge=+4 e_above_lowest_ev=1.423 spin_multiplicity=8 energy_ev=-81477.03621 e_lumo_ev="-16.587 / -18.623" gap_ha="0.25677 / 0.18124"
Ru 2.70 3.50 -0.72 1.281
V 2.25 -0.07 -0.55 2.931
Cl 2.57 1.85 1.07 0.187
Cl 4.23 -1.26 -0.90 0.986
C 1.41 2.46 -1.57 0.116
C 2.04 5.10 -0.10 0.101
C 3.61 3.99 -2.25 0.047
O 0.52 2.07 -2.25 0.157
O 1.68 6.12 0.34 0.109
O 4.21 4.16 -3.23 0.101
C -1.23 1.78 1.61 0.004
C -0.78 0.31 1.65 0.080
C -1.91 -0.56 2.20 0.054
P -0.05 -0.24 0.02 0.419
C 1.07 -1.70 0.20 0.119
C 0.70 -2.72 1.32 0.044
C 1.37 -2.27 -1.20 0.047
C -1.45 -0.80 -1.06 0.056
C -2.03 -2.16 -0.70 0.044
C -2.55 0.26 -1.22 0.004
H -2.04 1.94 0.88 0.001
H -0.39 2.45 1.37 0.000
H -1.62 2.06 2.60 0.001
H 0.08 0.24 2.33 0.004
H -2.84 -0.46 1.62 0.002
H -1.65 -1.63 2.27 0.000
H -2.14 -0.22 3.22 0.021
H 2.07 -1.25 0.63 0.008
H -0.19 -3.32 1.09 -0.001
H 1.54 -3.41 1.45 0.016
H 0.53 -2.20 2.27 0.002
H 1.80 -1.42 -1.81 0.020
H 2.12 -3.08 -1.12 0.008
H 0.46 -2.64 -1.71 0.005
H -0.94 -0.89 -2.05 0.013
H -2.48 -2.16 0.29 0.002
H -2.83 -2.40 -1.42 0.006
H -1.31 -2.98 -0.75 0.001
H -2.15 1.22 -1.55 0.001
H -3.26 -0.09 -1.98 0.000
H -3.12 0.41 -0.30 0.001

***

# 10
47
Properties=species:S:1:pos:R:3:lowdin_charge:R:1 method="wB97M-V/def2-TZVPD" smiles="FC(F)(F)C(F)(F)C(F)(F)C(F)(F)CC[SiH3].CN(C)C=O.CN(C)C=O" energy_ev=-52193.29436 e_lumo_ev=0.665 gap_ha=0.36452
F -5.59 -0.38 -2.39 0.099
C -4.18 -0.44 -2.42 -0.362
F -3.74 0.31 -1.34 0.124
F -3.81 0.19 -3.61 0.123
C -3.79 -1.98 -2.36 -0.216
F -4.51 -2.67 -1.36 0.108
F -4.26 -2.54 -3.58 0.086
C -2.22 -2.29 -2.32 -0.232
F -2.05 -3.69 -2.42 0.082
F -1.68 -1.73 -3.50 0.092
C -1.47 -1.83 -0.98 -0.321
F -2.31 -1.68 0.13 0.077
F -0.57 -2.90 -0.65 0.037
C -0.55 -0.58 -1.29 -0.149
C 0.34 -0.11 -0.02 -0.342
Si 0.07 1.73 0.44 0.648
H 0.22 -0.94 -2.07 0.097
H -1.15 0.27 -1.75 0.107
H 1.45 -0.22 -0.25 0.062
H 0.12 -0.84 0.82 0.082
H -1.35 2.11 0.32 -0.075
H 0.95 2.61 -0.36 -0.084
H 0.48 1.87 1.85 -0.081
C -0.96 3.15 4.02 -0.360
O -0.69 1.97 3.99 -0.020
N -0.56 4.02 4.99 -0.206
C -0.92 5.42 4.97 -0.064
C 0.26 3.53 6.08 -0.047
H -1.57 3.63 3.24 0.130
H -0.01 6.03 4.93 0.088
H -1.48 5.66 5.87 0.088
H -1.53 5.65 4.09 0.083
H 1.18 3.10 5.68 0.093
H -0.29 2.74 6.61 0.093
H 0.50 4.33 6.77 0.085
C 3.17 -1.43 -2.86 -0.306
O 2.17 -1.06 -2.28 -0.012
N 3.75 -2.65 -2.71 -0.197
C 4.95 -3.03 -3.43 -0.059
C 3.15 -3.61 -1.79 -0.033
H 3.70 -0.79 -3.57 0.137
H 4.74 -3.91 -4.04 0.091
H 5.74 -3.27 -2.71 0.090
H 5.29 -2.22 -4.08 0.084
H 2.13 -3.82 -2.11 0.094
H 3.13 -3.18 -0.79 0.097
H 3.73 -4.53 -1.78 0.088

***

# 11
46
Properties=species:S:1:pos:R:3:lowdin_charge:R:1 method="wB97M-V/def2-TZVPD" energy_ev=-61987.32901 e_lumo_ev=0.370 gap_ha=0.33177
C 2.94 -1.36 -1.31 -0.088
C 2.69 0.17 -0.85 -0.149
C 1.65 0.91 -1.80 -0.260
O 2.25 0.67 -3.14 -0.215
S 1.04 0.35 -4.25 0.792
O 1.19 1.05 -5.55 -0.275
O 0.86 -1.10 -4.62 -0.306
O -0.24 0.81 -3.26 -0.206
C 0.20 0.30 -1.98 -0.392
P -1.09 0.42 -0.61 0.310
O -0.51 -0.35 0.77 -0.248
O -2.43 -0.49 -1.15 -0.249
S -1.76 2.21 -0.31 0.271
H 3.51 -1.87 -0.46 0.084
H 1.96 -1.89 -1.46 0.055
H 3.61 -1.41 -2.21 0.081
H 3.69 0.70 -0.97 0.127
H 2.33 0.18 0.22 0.106
H 1.78 2.01 -1.57 0.111
H 0.29 -0.82 -2.13 0.080
H 0.27 0.12 1.14 0.064
H -2.11 -1.43 -1.19 -0.002
C -2.97 -1.77 3.81 -0.084
C -2.08 -0.58 3.83 -0.284
N -1.37 0.36 3.86 0.121
H -3.17 -2.07 2.78 0.073
H -2.50 -2.60 4.34 0.067
H -3.92 -1.53 4.30 0.077
C -0.97 1.03 7.76 -0.061
C -1.51 -0.24 7.20 -0.249
N -1.93 -1.23 6.75 0.135
H -1.69 1.46 8.46 0.077
H -0.04 0.83 8.29 0.078
H -0.78 1.74 6.95 0.078
C 1.18 5.39 -3.02 -0.054
C 1.35 4.68 -1.73 -0.245
N 1.48 4.12 -0.72 0.129
H 1.79 4.92 -3.79 0.080
H 0.13 5.36 -3.33 0.082
H 1.48 6.43 -2.92 0.079
C -1.18 -4.59 -3.04 -0.032
C -0.94 -3.57 -1.99 -0.170
N -0.75 -2.76 -1.17 0.149
H -1.21 -4.11 -4.02 0.089
H -0.39 -5.33 -3.03 0.087
H -2.14 -5.09 -2.86 0.085